The following is a DFT calculation (the ωB97M-V functional and the def2-TZVPD basis) of C26H69FeO9 as an isolated structure at a distorted geometry.

Kohn-Sham gap (alpha / beta): 0.25790 / 0.21945 Eh
HOMO (alpha / beta): -9.1 / -11.5 eV
multiplicity: 7
charge: +1
energy: -2972.40802 Eh

Positions of all 105 atoms, in Å:
1 Fe -17.768 3.677 2.406
2 C -19.972 0.085 3.975
3 C -18.824 0.431 2.990
4 O -18.315 1.761 2.917
5 H -19.873 0.039 5.059
6 H -20.166 -0.974 3.802
7 H -20.959 0.532 3.860
8 H -19.071 0.220 1.950
9 H -17.898 -0.028 3.335
10 C -16.817 3.501 -1.911
11 C -17.889 3.120 -0.853
12 C -19.022 2.114 -1.275
13 O -17.374 2.704 0.434
14 H -16.055 4.116 -1.433
15 H -17.094 4.007 -2.836
16 H -16.223 2.629 -2.182
17 H -18.351 4.060 -0.553
18 H -19.468 1.552 -0.454
19 H -18.641 1.379 -1.984
20 H -19.937 2.558 -1.667
21 H -17.086 1.807 0.249
22 C -22.031 2.381 7.051
23 C -22.112 3.962 7.129
24 C -23.296 4.295 8.076
25 O -20.918 4.380 7.793
26 H -21.827 2.054 8.070
27 H -21.220 1.925 6.484
28 H -23.002 1.955 6.799
29 H -22.301 4.469 6.183
30 H -23.576 5.348 8.093
31 H -23.050 3.963 9.085
32 H -24.153 3.693 7.774
33 H -20.246 4.273 7.117
34 C -17.562 -1.400 -2.375
35 C -17.350 -0.991 -0.918
36 C -16.747 -2.190 -0.123
37 O -16.521 0.127 -0.703
38 H -16.541 -1.528 -2.735
39 H -17.974 -0.495 -2.820
40 H -18.217 -2.261 -2.502
41 H -18.342 -0.817 -0.503
42 H -16.260 -1.997 0.833
43 H -15.999 -2.659 -0.762
44 H -17.513 -2.915 0.152
45 H -15.771 -0.003 -1.288
46 C -16.980 -2.982 3.692
47 C -18.130 -3.823 4.246
48 C -17.595 -5.032 5.184
49 O -18.891 -2.934 5.016
50 H -16.497 -2.430 4.498
51 H -17.237 -2.261 2.917
52 H -16.296 -3.609 3.120
53 H -18.821 -4.306 3.556
54 H -16.990 -4.771 6.053
55 H -17.038 -5.767 4.604
56 H -18.422 -5.492 5.726
57 H -19.029 -2.219 4.390
58 C -16.095 -0.990 7.194
59 C -17.509 -0.834 7.822
60 C -18.151 0.501 7.455
61 O -18.365 -1.907 7.560
62 H -16.157 -0.706 6.144
63 H -15.762 -2.022 7.079
64 H -15.287 -0.414 7.645
65 H -17.385 -1.024 8.888
66 H -18.087 0.722 6.389
67 H -17.590 1.297 7.944
68 H -19.183 0.474 7.803
69 H -18.453 -2.118 6.627
70 C -21.608 5.168 3.051
71 C -20.917 3.863 2.532
72 C -21.817 3.023 1.585
73 O -19.729 4.215 1.889
74 H -22.097 5.692 2.230
75 H -21.025 5.964 3.515
76 H -22.427 4.970 3.743
77 H -20.588 3.227 3.354
78 H -22.174 3.656 0.773
79 H -22.607 2.614 2.215
80 H -21.343 2.233 1.002
81 H -20.040 4.641 1.087
82 C -24.117 -0.740 6.638
83 C -23.511 -2.137 6.940
84 C -22.034 -1.955 7.304
85 O -24.273 -2.679 8.032
86 H -23.569 -0.316 5.797
87 H -23.897 -0.171 7.541
88 H -25.175 -0.745 6.375
89 H -23.654 -2.826 6.107
90 H -21.855 -1.152 8.018
91 H -21.544 -1.481 6.454
92 H -21.452 -2.836 7.573
93 H -23.767 -3.273 8.591
94 C -14.544 1.233 2.562
95 C -15.018 2.433 3.496
96 C -13.890 3.044 4.305
97 O -15.629 3.344 2.615
98 H -15.304 0.996 1.817
99 H -14.449 0.259 3.042
100 H -13.564 1.471 2.148
101 H -15.803 2.103 4.176
102 H -13.456 2.199 4.840
103 H -14.254 3.691 5.104
104 H -13.105 3.544 3.738
105 H -14.864 3.601 2.095